Here is a structure of composition C23H19N3O2Se4Yb from OMol25. Energies are from ωB97M-V/def2-TZVPD.

Structure (ORCA input):
```
! RIJCOSX wB97M-V def2-TZVPD def2/J DEFGRID3
* xyz 1 2
Yb 2.0885 0.1847 -0.3523
C 0.2040 4.4404 1.6399
O 0.5413 3.4041 2.6320
C 0.9478 2.3436 1.9597
N 0.9599 2.4185 0.6530
C 0.5905 3.8406 0.3150
C -0.4517 3.9276 -0.8200
C -0.7988 2.8620 -1.6343
C -1.7519 2.9839 -2.6468
C -2.3466 4.2520 -2.8764
C -2.0230 5.3303 -2.0626
C -1.1061 5.1643 -1.0167
C 1.0726 1.0870 2.7294
C 0.7995 1.0587 4.1067
C 0.7756 -0.2290 4.6893
C 0.8807 -1.3750 3.9727
C 1.0666 -1.2410 2.5759
N 1.3103 -0.0490 2.0226
C 1.0249 -2.4111 1.6435
N 0.9982 -2.2881 0.3502
C 0.7725 -3.6576 -0.2040
C 0.6219 -4.5255 1.0110
O 0.8505 -3.6172 2.1735
C -0.4668 -3.7923 -1.1794
C -0.9443 -2.7162 -1.9292
C -2.1186 -2.8790 -2.7184
C -2.7624 -4.1017 -2.8217
C -2.3326 -5.1844 -2.0547
C -1.1783 -5.0191 -1.2542
H -0.9133 4.5819 1.7120
H 0.7228 5.3737 1.9348
H 1.4566 4.4128 -0.0890
H -0.3832 1.9037 -1.3857
H -2.0526 2.1265 -3.2324
H -3.0331 4.3637 -3.7381
H -2.5397 6.2793 -2.1731
H -0.8152 5.9816 -0.3647
H 0.6843 1.9893 4.6313
H 0.7062 -0.2759 5.7631
H 0.9736 -2.3729 4.4186
H 1.5998 -3.9692 -0.8475
H 1.3662 -5.3221 1.0680
H -0.3722 -4.9179 1.1859
H -0.3626 -1.8157 -1.9706
H -2.4049 -1.9840 -3.3237
H -3.5891 -4.2873 -3.5022
H -2.8526 -6.1497 -2.1451
H -0.7393 -5.8366 -0.6538
Se 1.8854 0.0011 -2.9844
Se 4.0040 -1.0459 -2.6453
Se 4.8076 0.8354 -1.3642
Se 4.6273 -0.0832 0.8024
*
```

Calculated values
E_tot = -11966.92588 a.u.
<S²> = 0.751

Atomic partial charges in e from the Mulliken method, atoms 1 to 4: atom 1 (Yb): 1.093, atom 2 (C): -0.578, atom 3 (O): -0.385, atom 4 (C): 0.181